[1]
Below is C54H40BrKN2O5P2 as an isolated structure, with properties calculated with ωB97M-V with the def2-TZVPD basis set.

Calculated values
Relative energy (zero: lowest compared OMol25 entry of this formula, charge and spin) (kJ/mol): 6.7
Net charge: -2
E_LUMO (Ha): 0.1427
Spin multiplicity: 1

Cartesian coordinates (Å):
K  0.151  0.926  -0.774
C  4.717  -3.282  -1.981
C  4.848  -3.715  -0.671
C  4.544  -2.841  0.354
C  4.114  -1.536  0.064
N  4.002  -1.124  -1.207
C  4.287  -1.977  -2.184
C  3.752  -0.589  1.152
C  4.556  -0.610  2.302
C  4.318  0.267  3.348
C  3.260  1.162  3.233
C  2.470  1.155  2.085
C  2.658  0.295  0.982
H  4.930  -3.931  -2.822
H  5.158  -4.732  -0.452
H  4.593  -3.165  1.385
H  4.163  -1.598  -3.195
H  5.400  -1.293  2.367
H  4.951  0.259  4.229
H  3.049  1.863  4.038
H  1.647  1.869  2.057
O  -2.432  3.365  -2.530
C  -1.759  3.619  -1.518
O  -0.551  3.358  -1.286
C  -2.486  4.404  -0.405
C  -3.579  5.180  -0.797
C  -4.252  5.991  0.097
C  -3.844  6.023  1.427
C  -2.784  5.233  1.833
C  -2.090  4.411  0.935
P  -0.681  3.375  1.535
C  0.598  4.690  1.695
C  0.601  5.706  2.651
C  1.613  6.655  2.675
C  2.637  6.605  1.738
C  2.643  5.604  0.777
C  1.632  4.651  0.758
C  -1.174  3.063  3.278
C  -0.237  3.107  4.316
C  -0.555  2.645  5.585
C  -1.808  2.112  5.846
C  -2.739  2.032  4.820
C  -2.423  2.496  3.550
H  -3.871  5.112  -1.837
H  -5.089  6.596  -0.236
H  -4.353  6.653  2.148
H  -2.497  5.250  2.878
H  -0.192  5.751  3.387
H  1.605  7.434  3.429
H  3.430  7.344  1.762
H  3.441  5.554  0.047
H  1.632  3.869  0.010
H  0.757  3.491  4.122
H  0.192  2.683  6.370
H  -2.049  1.735  6.833
H  -3.710  1.585  5.000
H  -3.146  2.402  2.748
O  0.483  -0.739  -2.642
P  0.093  -2.132  -2.961
C  0.441  -3.277  -1.607
C  0.117  -4.631  -1.702
C  0.359  -5.492  -0.644
C  0.932  -5.001  0.526
C  1.264  -3.659  0.618
C  1.023  -2.789  -0.441
C  1.009  -2.793  -4.396
C  2.026  -3.736  -4.291
C  2.753  -4.109  -5.416
C  2.473  -3.540  -6.649
C  1.463  -2.592  -6.762
C  0.734  -2.221  -5.642
C  -1.632  -2.217  -3.525
C  -2.199  -3.344  -4.111
C  -3.515  -3.314  -4.552
C  -4.261  -2.149  -4.423
C  -3.693  -1.017  -3.854
C  -2.382  -1.051  -3.400
H  -0.335  -5.020  -2.607
H  0.091  -6.539  -0.726
H  1.111  -5.665  1.364
H  1.705  -3.260  1.524
H  1.293  -1.745  -0.278
H  2.260  -4.167  -3.326
H  3.547  -4.842  -5.322
H  3.045  -3.829  -7.523
H  1.246  -2.138  -7.721
H  -0.050  -1.478  -5.723
H  -1.613  -4.247  -4.241
H  -3.956  -4.198  -4.999
H  -5.289  -2.126  -4.767
H  -4.265  -0.104  -3.747
H  -1.940  -0.182  -2.933
Br  -3.086  -1.446  5.628
C  -3.177  -2.082  3.833
C  -3.807  -3.291  3.598
N  -3.904  -3.813  2.378
C  -3.352  -3.125  1.376
C  -2.715  -1.897  1.522
C  -2.628  -1.353  2.793
C  -2.116  -1.180  0.308
O  -1.869  -1.904  -0.675
O  -1.935  0.047  0.442
H  -4.245  -3.851  4.417
H  -3.403  -3.560  0.385
H  -2.150  -0.391  2.934

Mulliken population analysis, charges in e, atoms 1 to 6: 1.02, -0.45, -0.55, -0.59, 0.39, -0.41

---

[2]
Below is F3FeN5O15Pt2 as an isolated structure, with properties calculated with ωB97M-V with the def2-TZVPD basis set.

Calculated values
Net charge: -2
E_LUMO (alpha / beta) (Ha): 0.0847 / 0.0797
Spin multiplicity: 9

Cartesian coordinates (Å):
Fe  1.280  2.287  -0.506
Pt  1.761  -1.435  2.258
Pt  0.163  -3.781  -2.445
N  0.925  -0.940  -0.708
O  1.172  0.092  -1.474
O  0.921  -2.009  -1.317
O  0.883  -0.746  0.415
N  0.345  2.914  -3.326
O  0.527  3.300  -2.155
O  0.388  3.704  -4.174
O  -0.006  1.774  -3.488
N  -0.175  0.705  3.849
O  -0.276  1.817  4.154
O  -0.450  -0.115  4.613
O  0.442  0.376  2.904
N  -1.365  -2.512  2.911
O  -0.307  -2.326  2.261
O  -2.328  -1.820  2.979
O  -1.387  -3.592  3.579
N  -1.776  1.970  -1.035
O  -0.752  1.789  -0.271
O  -2.539  2.875  -1.242
O  -2.057  1.012  -1.742
F  -0.851  -2.295  -3.564
F  2.010  -2.887  -3.815
F  3.455  -0.156  1.340

Mulliken population analysis, charges in e, atoms 1 to 6: 1.11, 1.59, 1.14, 1.20, -0.49, -0.77

---

[3]
Below is a 3-piece molecular cluster, H5N5 overall, with properties calculated with ωB97M-V with the def2-TZVPD basis set.

Calculated values
Relative energy (zero: lowest compared OMol25 entry of this formula, charge and spin) (kJ/mol): 440.6
Net charge: 0
E_LUMO (Ha): 0.0329
Spin multiplicity: 1

Cartesian coordinates (Å):
N  0.504  -0.676  2.165
N  1.015  -0.523  1.016
N  0.799  -1.900  1.361
N  1.428  0.110  0.036
N  -0.309  -2.465  0.699
H  -1.550  1.093  -0.864
H  1.462  1.201  0.201
H  -0.639  0.942  -0.925
H  -0.456  -3.325  1.080
H  -1.125  -1.873  0.711

Mulliken population analysis, charges in e, atoms 1 to 6: -0.61, 0.94, -0.02, -0.69, -0.40, 0.19

---

[4]
Below is one molecule with the formula C5H14N2, with properties calculated with ωB97M-V with the def2-TZVPD basis set.

Calculated values
Relative energy (zero: lowest compared OMol25 entry of this formula, charge and spin) (kJ/mol): 99.8
Net charge: 0
SMILES: CCNCCCN
E_LUMO (Ha): 0.0417
Spin multiplicity: 1

Cartesian coordinates (Å):
C  -1.043  1.530  2.197
C  0.296  1.307  1.473
N  0.119  1.391  0.028
C  -0.771  0.375  -0.528
C  -0.085  -0.478  -1.595
C  1.109  -1.305  -1.157
N  0.878  -2.736  -0.993
H  -1.701  0.668  2.240
H  -0.899  1.935  3.181
H  -1.536  2.356  1.681
H  0.977  2.081  1.821
H  0.720  0.353  1.826
H  1.008  1.286  -0.413
H  -1.196  -0.308  0.211
H  -1.658  0.836  -0.975
H  -0.835  -1.166  -2.009
H  0.125  0.172  -2.446
H  2.005  -1.149  -1.742
H  1.485  -0.954  -0.182
H  1.095  -3.260  -1.831
H  -0.093  -2.935  -0.789

Mulliken population analysis, charges in e, atoms 1 to 6: -1.23, -0.30, -0.35, -0.41, -1.01, -0.29

---

[5]
Below is C35H10F20GeO8S2Ti as an isolated structure, with properties calculated with ωB97M-V with the def2-TZVPD basis set.

Calculated values
Relative energy (zero: lowest compared OMol25 entry of this formula, charge and spin) (kJ/mol): 0.0
Net charge: -1
E_LUMO (alpha / beta) (Ha): 0.0713 / 0.0712
Spin multiplicity: 2

Cartesian coordinates (Å):
Ti  -1.405  -0.889  0.901
O  -6.514  -1.763  1.253
C  -5.375  -2.141  0.669
O  -4.934  -3.277  0.651
C  -4.722  -0.914  0.120
O  -3.408  -1.128  -0.433
C  -3.013  -2.084  -1.420
C  -1.751  -2.804  -1.056
O  -1.167  -3.504  -1.848
O  -1.364  -2.613  0.157
H  -6.987  -2.556  1.531
H  -5.422  -0.445  -0.591
H  -4.602  -0.196  0.969
H  -2.874  -1.562  -2.397
H  -3.824  -2.801  -1.553
F  -4.207  0.115  6.831
C  -3.253  -0.312  6.015
C  -3.560  -0.751  4.741
F  -4.820  -0.743  4.307
C  -2.584  -1.081  3.835
F  -3.026  -1.443  2.567
C  -1.213  -1.020  4.104
S  0.008  -1.237  2.886
C  -0.914  -0.629  5.429
F  0.345  -0.494  5.810
C  -1.897  -0.267  6.345
F  -1.552  0.180  7.561
F  1.070  -0.421  -5.413
C  1.231  -1.526  -4.677
C  1.470  -1.467  -3.312
C  1.675  -2.677  -2.645
F  1.923  -2.721  -1.334
C  1.576  -3.877  -3.309
F  1.792  -5.053  -2.727
C  1.323  -3.887  -4.656
F  1.313  -5.043  -5.329
C  1.127  -2.726  -5.348
F  0.788  -2.819  -6.618
Ge  1.428  0.089  -2.083
S  -0.427  0.333  -1.019
C  3.161  -0.033  -1.214
C  4.364  -0.042  -1.933
F  4.384  0.100  -3.280
C  5.581  -0.331  -1.357
F  6.722  -0.439  -2.051
C  5.668  -0.507  0.005
F  6.838  -0.613  0.589
C  4.519  -0.438  0.746
F  4.691  -0.597  2.066
C  3.276  -0.223  0.169
F  2.215  -0.263  0.980
C  1.484  1.715  -3.215
C  0.358  1.941  -4.010
F  -0.616  1.036  -4.116
C  0.168  3.129  -4.664
F  -0.896  3.312  -5.475
C  1.152  4.091  -4.656
F  1.034  5.234  -5.340
C  2.254  3.901  -3.858
F  3.165  4.864  -3.785
C  2.411  2.732  -3.136
F  3.464  2.722  -2.293
O  0.877  2.816  0.551
C  0.687  2.613  1.891
C  1.770  2.874  2.754
C  1.664  2.806  4.149
C  0.413  2.473  4.683
C  -0.689  2.204  3.831
C  -0.541  2.260  2.440
C  -1.676  2.056  1.419
O  -2.061  3.034  0.797
O  -2.135  0.813  1.363
H  0.279  2.241  -0.012
H  2.677  3.210  2.244
H  2.503  3.057  4.803
H  0.238  2.444  5.756
H  -1.654  1.956  4.246

Mulliken population analysis, charges in e, atoms 1 to 6: 0.29, -0.44, 0.56, -0.59, -0.48, -0.19

---

[6]
Below is one molecule with the formula C15H22N4O2S, with properties calculated with ωB97M-V with the def2-TZVPD basis set.

Calculated values
Relative energy (zero: lowest compared OMol25 entry of this formula, charge and spin) (kJ/mol): 253.6
Net charge: 0
SMILES: CCCN1CCC(NC(=S)Nc2ccc([N+](=O)[O-])cc2)CC1
E_LUMO (Ha): -0.0253
Spin multiplicity: 1

Cartesian coordinates (Å):
C  -4.578  -3.080  -0.114
C  -5.086  -1.668  0.144
C  -4.264  -0.627  -0.618
N  -2.857  -0.685  -0.271
C  -1.971  -0.061  -1.242
C  -1.606  1.379  -0.875
C  -0.813  1.405  0.444
N  0.616  1.438  0.204
C  1.332  2.572  0.150
S  0.698  4.079  0.376
N  2.672  2.483  -0.144
C  3.550  1.423  -0.060
C  4.758  1.516  -0.767
C  5.676  0.495  -0.728
C  5.407  -0.642  0.031
N  6.354  -1.715  0.067
O  6.063  -2.704  0.711
O  7.390  -1.576  -0.551
C  4.232  -0.733  0.771
C  3.311  0.290  0.730
C  -1.153  0.172  1.289
C  -2.611  -0.223  1.089
H  -5.143  -3.803  0.468
H  -3.528  -3.150  0.156
H  -4.677  -3.331  -1.168
H  -6.126  -1.583  -0.179
H  -5.056  -1.454  1.214
H  -4.693  0.376  -0.432
H  -4.354  -0.840  -1.686
H  -1.057  -0.664  -1.311
H  -2.447  -0.086  -2.224
H  -2.521  1.961  -0.762
H  -1.019  1.841  -1.669
H  -1.050  2.321  0.993
H  1.018  0.602  -0.196
H  3.076  3.375  -0.401
H  4.960  2.402  -1.351
H  6.603  0.551  -1.277
H  4.064  -1.607  1.382
H  2.431  0.235  1.350
H  -0.970  0.377  2.344
H  -0.521  -0.668  0.995
H  -2.861  -1.035  1.777
H  -3.251  0.641  1.342

Mulliken population analysis, charges in e, atoms 1 to 6: -1.18, -0.52, -0.70, 0.22, -1.00, -0.75

---

[7]
Below is one molecule with the formula C19H16ClN5OS, with properties calculated with ωB97M-V with the def2-TZVPD basis set.

Calculated values
Relative energy (zero: lowest compared OMol25 entry of this formula, charge and spin) (kJ/mol): 0.0
Net charge: 0
SMILES: Cc1c(Cl)c2nncn2c2sc(C(=O)N[C@H]3CCc4ccccc43)c(N)c12
E_LUMO (Ha): 0.0033
Spin multiplicity: 1

Cartesian coordinates (Å):
C  4.696  3.049  -0.017
C  4.194  1.919  0.881
C  4.863  1.633  2.078
Cl  6.312  2.498  2.612
C  4.242  0.710  2.995
N  4.600  0.349  4.192
N  3.646  -0.594  4.614
C  2.753  -0.751  3.692
N  3.087  0.055  2.641
C  2.441  0.281  1.429
S  0.980  -0.512  0.914
C  1.002  0.350  -0.626
C  -0.108  0.222  -1.569
O  -0.188  0.931  -2.562
N  -1.048  -0.774  -1.396
C  -2.341  -0.774  -2.052
C  -2.632  -2.154  -2.687
C  -3.692  -2.909  -1.863
C  -4.104  -1.929  -0.865
C  -5.019  -2.099  0.188
C  -5.246  -1.045  1.094
C  -4.572  0.165  0.914
C  -3.615  0.317  -0.087
C  -3.393  -0.743  -0.964
C  2.085  1.177  -0.687
N  2.294  1.916  -1.836
C  2.943  1.182  0.526
H  5.489  3.638  0.469
H  5.043  2.657  -0.964
H  3.900  3.741  -0.240
H  1.894  -1.428  3.777
H  -0.972  -1.310  -0.512
H  -2.427  0.011  -2.808
H  -3.034  -2.029  -3.707
H  -1.733  -2.781  -2.742
H  -3.310  -3.765  -1.340
H  -4.514  -3.241  -2.464
H  -5.575  -3.013  0.345
H  -5.927  -1.148  1.918
H  -4.775  1.022  1.557
H  -3.046  1.249  -0.167
H  3.247  2.106  -2.131
H  1.558  1.823  -2.549

Mulliken population analysis, charges in e, atoms 1 to 6: -1.83, 1.12, 0.23, -0.18, 0.27, -0.51

---

[8]
Below is a 2-piece molecular cluster, C4H8NS overall, with properties calculated with ωB97M-V with the def2-TZVPD basis set.

Calculated values
Relative energy (zero: lowest compared OMol25 entry of this formula, charge and spin) (kJ/mol): 515.3
Net charge: +1
E_LUMO (Ha): -0.2412
Spin multiplicity: 1

Cartesian coordinates (Å):
C  -2.938  1.603  -0.406
C  -2.761  2.395  0.637
C  3.061  -1.824  -0.448
C  0.672  -0.569  -0.126
N  -2.224  1.112  0.852
S  1.773  -0.829  -1.300
H  -2.811  1.298  -1.486
H  -2.716  3.416  1.170
H  2.601  -2.540  0.294
H  3.715  -1.075  0.162
H  3.801  -2.248  -1.174
H  -0.112  0.169  -0.337
H  0.612  -1.299  0.740
H  -2.672  0.389  1.422

Mulliken population analysis, charges in e, atoms 1 to 6: -0.29, 0.04, -0.81, -0.03, -0.46, 0.30

---

[9]
Below is C47H39AsClIN3OPTi as an isolated structure, with properties calculated with ωB97M-V with the def2-TZVPD basis set.

Calculated values
Relative energy (zero: lowest compared OMol25 entry of this formula, charge and spin) (kJ/mol): 9.1
Net charge: +1
E_LUMO (alpha / beta) (Ha): -0.1163 / -0.1146
Spin multiplicity: 2

Cartesian coordinates (Å):
Ti  0.427  2.404  0.337
Cl  3.613  8.595  0.585
C  3.225  6.916  0.445
C  4.225  5.995  0.330
C  3.938  4.615  0.216
I  5.475  3.236  0.034
C  2.641  4.179  0.217
O  2.251  2.905  0.124
C  1.603  5.139  0.337
N  0.342  4.621  0.346
C  -0.679  5.444  0.477
C  -0.516  6.832  0.595
C  0.746  7.365  0.584
C  1.862  6.512  0.455
H  5.254  6.324  0.327
H  -1.665  4.996  0.490
H  -1.388  7.462  0.698
H  0.899  8.432  0.677
C  -2.561  2.143  -0.975
N  -1.675  2.229  0.176
C  -2.166  2.091  1.386
C  -1.333  2.091  2.516
C  -1.634  1.977  3.881
C  -0.426  2.067  4.557
C  0.569  2.232  3.582
N  0.041  2.253  2.356
C  -3.472  0.937  -0.977
C  -4.521  0.883  -1.888
C  -5.311  -0.252  -1.982
C  -5.071  -1.343  -1.157
C  -4.041  -1.289  -0.230
C  -3.246  -0.156  -0.148
H  -1.922  2.092  -1.865
H  -3.154  3.060  -1.067
H  -3.236  1.941  1.530
H  -2.617  1.841  4.303
H  -0.266  2.022  5.620
H  1.634  2.340  3.731
H  -4.718  1.730  -2.534
H  -6.125  -0.280  -2.694
H  -5.693  -2.224  -1.226
H  -3.855  -2.126  0.429
H  -2.450  -0.119  0.590
C  0.034  -1.674  0.191
C  0.229  -1.879  1.688
As  -0.087  -3.720  2.345
C  1.294  -4.631  1.305
C  2.499  -4.034  0.951
C  3.480  -4.762  0.289
C  3.272  -6.097  -0.017
C  2.080  -6.707  0.350
C  1.102  -5.980  1.009
C  -1.643  -4.189  1.246
C  -2.879  -4.228  1.885
C  -4.023  -4.614  1.198
C  -3.939  -4.973  -0.138
C  -2.713  -4.929  -0.789
C  -1.574  -4.537  -0.103
P  0.813  -0.118  -0.363
C  2.565  -0.535  -0.542
C  3.037  -1.284  -1.617
C  4.363  -1.684  -1.652
C  5.220  -1.343  -0.613
C  4.758  -0.589  0.455
C  3.434  -0.177  0.487
C  0.167  0.242  -2.020
C  -0.905  -0.437  -2.590
C  -1.490  0.042  -3.755
C  -1.014  1.198  -4.355
C  0.061  1.879  -3.797
C  0.646  1.409  -2.631
H  -1.031  -1.667  -0.056
H  0.495  -2.480  -0.389
H  -0.435  -1.218  2.254
H  1.246  -1.633  2.003
H  2.699  -2.994  1.188
H  4.410  -4.278  0.018
H  4.036  -6.663  -0.531
H  1.914  -7.752  0.126
H  0.177  -6.471  1.292
H  -2.948  -3.977  2.938
H  -4.973  -4.654  1.713
H  -4.825  -5.292  -0.672
H  -2.643  -5.209  -1.833
H  -0.618  -4.540  -0.613
H  2.367  -1.566  -2.420
H  4.727  -2.265  -2.487
H  6.254  -1.660  -0.641
H  5.427  -0.314  1.258
H  3.078  0.433  1.310
H  -1.302  -1.332  -2.128
H  -2.326  -0.490  -4.190
H  -1.476  1.566  -5.261
H  0.447  2.772  -4.272
H  1.509  1.925  -2.212

Mulliken population analysis, charges in e, atoms 1 to 6: -0.62, -0.24, 0.53, -0.53, -0.31, 0.12

---

no.,electronic energy (Eh),maximum force (Eh/bohr)
1,-6424.3234,0.0092
2,-3203.3421,0.1980
3,-276.5030,0.0764
4,-308.3851,0.0284
5,-7661.9633,0.0483
6,-1352.3926,0.0269
7,-1941.0480,0.0443
8,-609.6737,0.0587
9,-6238.3362,0.0098